Formula: C27H34F3O6S
Source: the OMol25 dataset
Level of theory: ωB97M-V/def2-TZVPD

Charge: -1
HOMO level, eV: -3.2
Multiplicity: 1
HOMO-LUMO gap, hartree: 0.1418
M, g mol⁻¹: 543.6
Total energy, Ha: -2198.39461

Last column: Löwdin charge in e.
Cartesian coordinates (Å):
1 S 5.40 -5.74 1.67  0.7386
2 F -0.79 -4.76 0.66  0.0897
3 F -0.73 -3.34 2.36  0.0631
4 F -1.47 -2.69 0.38  0.1008
5 O 1.89 2.34 0.10  0.0085
6 O 2.68 -6.01 1.56  -0.1952
7 O 4.60 -3.33 0.17  -0.0467
8 O 6.04 -4.86 2.63  -0.3555
9 O 5.98 -6.01 0.37  -0.3420
10 O 3.07 -4.62 -0.99  0.0179
11 C 0.87 -3.07 0.56  0.1214
12 C 2.10 -0.07 -3.53  -0.0662
13 C 0.60 -0.76 1.35  0.0364
14 C 4.91 -2.53 -1.00  -0.2228
15 C 1.26 2.12 -2.74  -0.0515
16 C 5.68 -8.83 4.30  -0.0943
17 C -0.48 -3.44 0.98  -0.5133
18 C -0.30 2.72 2.13  -0.0503
19 C 1.08 -1.68 0.35  -0.1499
20 C -0.23 0.73 3.60  -0.0751
21 C 0.82 0.58 1.31  -0.0575
22 C 4.44 -9.65 2.38  -0.0848
23 C 5.76 -7.57 3.71  -0.0622
24 C 6.35 -2.14 -0.87  -0.0724
25 C 3.60 1.43 -2.20  -0.0406
26 C 3.71 -4.34 0.03  -0.5382
27 C 0.54 1.49 2.53  -0.5499
28 C 1.56 -5.68 2.56  0.0204
29 C 1.46 1.16 0.11  -0.2600
30 C 5.18 -7.35 2.46  -0.2615
31 C 1.69 0.27 -1.04  -0.0589
32 C 1.87 1.96 3.13  -0.0441
33 C 2.16 0.93 -2.37  -0.5428
34 C 3.63 -5.14 1.29  -0.3252
35 C 1.66 -1.09 -0.83  0.0435
36 C 4.52 -8.38 1.79  -0.0585
37 C 5.02 -9.88 3.64  -0.1026
38 H 1.13 -6.65 2.81  0.0814
39 H 3.64 2.18 -1.40  0.0787
40 H 3.94 1.90 -3.13  0.0843
41 H 3.93 -10.45 1.85  0.0987
42 H 1.67 2.57 4.02  0.0824
43 H 6.27 -6.74 4.21  0.1055
44 H -0.46 1.41 4.43  0.0835
45 H 0.36 -0.11 4.00  0.0885
46 H 2.43 2.55 2.40  0.0775
47 H 6.55 -1.58 0.05  0.0820
48 H 2.48 1.09 3.43  0.0937
49 H 1.28 2.88 -1.95  0.0720
50 H -0.48 3.33 3.03  0.0825
51 H 0.23 1.77 -2.88  0.0884
52 H 6.99 -3.02 -0.87  0.0827
53 H 1.07 -0.43 -3.65  0.0926
54 H -1.18 0.35 3.20  0.0912
55 H 4.73 -3.12 -1.90  0.1235
56 H 4.28 0.61 -1.95  0.0784
57 H 0.24 3.31 1.38  0.0745
58 H 6.14 -9.00 5.28  0.0966
59 H 4.07 -8.20 0.81  0.1237
60 H 2.00 -1.79 -1.61  0.1216
61 H 0.09 -1.24 2.19  0.1051
62 H 0.84 -5.07 2.01  0.0236
63 H 2.77 -0.92 -3.37  0.0779
64 H 1.62 2.58 -3.68  0.0838
65 H 1.96 -5.13 3.42  0.0889
66 H 6.62 -1.52 -1.72  0.0680
67 H 4.97 -10.87 4.09  0.0943
68 H 1.44 -3.83 0.07  0.0892
69 H -1.26 2.38 1.72  0.0890
70 H 4.26 -1.65 -0.98  0.0925
71 H 2.39 0.43 -4.46  0.0856